Record 1
{"formula": "C8H9NOP", "method": "wB97M-V/def2-TZVPD", "species": ["C", "P", "N", "O", "C", "C", "C", "C", "C", "C", "C", "H", "H", "H", "H", "H", "H", "H", "H", "H"], "xyz": [[3.989765, -0.746753, -0.956178], [2.934476, -0.783903, 0.354684], [2.155959, 0.752641, 0.082983], [2.415658, 1.562639, -0.766595], [0.771668, 1.053074, 1.050235], [-0.428155, 0.466985, 0.419865], [-1.461778, 1.317184, 0.016162], [-2.667192, 0.788136, -0.408231], [-2.838029, -0.588662, -0.479329], [-1.800923, -1.439199, -0.115752], [-0.599631, -0.917151, 0.329618], [4.677587, -1.559437, -1.131761], [4.006529, 0.068089, -1.675221], [0.743373, 2.134966, 1.104222], [1.047138, 0.585093, 1.992739], [-1.333796, 2.386907, 0.076725], [-3.475029, 1.449873, -0.676832], [-3.778059, -0.994188, -0.820029], [-1.936559, -2.508126, -0.166854], [0.194327, -1.584600, 0.634598]], "atomic_forces_ev_per_a": [[-0.728, 0.364, 0.539], [1.526, -1.622, -0.284], [-2.328, 2.943, -0.737], [-0.306, -1.035, 1.272], [1.496, -0.365, -0.768], [-0.277, -0.142, -0.284], [0.237, -0.164, 0.131], [0.002, -0.150, -0.074], [0.151, 0.159, 0.035], [0.030, 0.035, -0.100], [-0.116, 0.174, 0.116], [0.065, -0.191, 0.058], [0.048, -0.066, 0.052], [0.207, 0.073, -0.011], [0.119, 0.042, 0.005], [0.017, 0.144, 0.022], [-0.073, 0.059, -0.065], [-0.077, -0.059, 0.009], [0.003, -0.095, -0.022], [0.004, -0.106, 0.106]], "lowdin_charge": [-0.171, 1.032, -0.330, 0.111, -0.007, -0.262, -0.021, -0.048, -0.043, -0.053, -0.053, 0.030, 0.035, 0.124, 0.112, 0.120, 0.116, 0.116, 0.115, 0.077], "lumo_energy_ev": -7.01, "orbital_gap_ev": 6.13, "total_charge": 1, "largest_force_ha_per_bohr": 0.07437, "smiles": "C=P[N+](=O)Cc1ccccc1", "e_homo_ev": -13.139}


Record 2
{"formula": "C4H6N4", "method": "wB97M-V/def2-TZVPD", "species": ["C", "C", "C", "C", "N", "N", "N", "N", "H", "H", "H", "H", "H", "H"], "xyz": [[0.152044, -0.381644, 0.879236], [-0.209554, -2.872203, 0.029706], [-0.029688, -1.507286, 0.211931], [0.298204, 0.888230, 0.257539], [-0.273922, 1.195469, -0.947911], [-0.563138, 0.452822, -1.995313], [-0.074699, -2.228247, -1.076227], [0.344036, 2.020418, 1.054169], [0.356380, -0.341426, 2.033594], [-0.317373, -3.933778, 0.394886], [-0.087733, 2.185984, -1.211909], [-0.889544, -0.512618, -1.741321], [0.183092, 2.799740, 0.425668], [1.111896, 2.234539, 1.685952]], "atomic_forces_ev_per_a": [[1.134, 0.557, 1.971], [0.254, -0.931, -0.041], [-0.004, -1.376, 0.018], [-1.636, 0.252, -0.849], [2.063, -0.293, -0.023], [-1.487, -0.619, -0.388], [-0.151, -0.511, 1.208], [-0.007, 1.679, 0.678], [-0.787, -0.506, -2.347], [0.047, 1.365, -0.596], [-0.327, -1.080, -0.006], [0.745, 1.609, 0.065], [0.147, 0.435, 0.777], [0.008, -0.582, -0.467]], "lowdin_charge": [-0.052, -0.033, -0.245, -0.373, -0.116, -0.003, 0.169, 0.061, 0.147, 0.135, 0.144, 0.002, 0.072, 0.092], "lumo_energy_ev": [0.48, 0.40], "orbital_gap_ev": [7.42, 6.54], "total_charge": 0, "largest_force_ha_per_bohr": 0.04914, "e_homo_ev": [-6.936, -6.142]}


Record 3
{"formula": "C4H6N2O", "method": "wB97M-V/def2-TZVPD", "species": ["C", "N", "C", "C", "O", "N", "C", "H", "H", "H", "H", "H", "H"], "xyz": [[1.121858, 0.430726, -0.049825], [-1.586050, -1.024482, 0.760456], [0.822034, -0.868230, 0.246242], [-0.590946, -0.834881, -0.289641], [2.146113, 1.190955, 0.117935], [-0.885777, 1.648086, -1.047813], [-0.224811, 0.660550, -0.577147], [2.843217, 0.686923, 0.573273], [-2.531411, -0.874300, 0.407109], [-1.487142, -0.349201, 1.518774], [-0.254328, 2.457402, -1.109896], [1.408744, -1.694057, 0.638595], [-0.781501, -1.429492, -1.188062]], "atomic_forces_ev_per_a": [[-2.111, -3.328, 0.494], [-0.695, -0.227, -0.304], [0.845, 0.217, -0.423], [0.158, 1.452, 0.824], [2.200, 1.465, 0.351], [0.832, -0.823, 0.231], [-1.010, 1.105, -1.121], [-0.196, 0.354, -0.246], [0.281, -0.154, -0.069], [0.352, -0.149, -0.306], [-0.341, -0.072, 0.173], [-0.108, 0.146, 0.101], [-0.208, 0.014, 0.294]], "lowdin_charge": [-0.334, 0.033, 0.040, -0.313, 0.127, 0.147, -0.293, 0.141, 0.071, 0.078, 0.055, 0.109, 0.139], "lumo_energy_ev": 0.48, "orbital_gap_ev": 9.46, "total_charge": 0, "largest_force_ha_per_bohr": 0.07723, "e_homo_ev": -8.974}


Record 4
{"formula": "C4H10N2", "method": "wB97M-V/def2-TZVPD", "species": ["C", "C", "C", "C", "N", "N", "H", "H", "H", "H", "H", "H", "H", "H", "H", "H"], "xyz": [[-0.739160, 1.726938, 0.043429], [-0.647315, 0.254473, 0.032145], [-2.226290, -0.634966, 0.025943], [0.230265, -0.674107, 0.120002], [1.815053, -0.054295, -0.048917], [2.747064, -1.090867, -0.174330], [-1.274386, 2.077390, -0.843778], [-1.280512, 2.073637, 0.928101], [0.258634, 2.172972, 0.045645], [-2.133656, -1.718653, -0.040397], [-2.752487, -0.254438, -0.848646], [-2.712594, -0.349717, 0.957952], [0.263606, -1.745982, 0.016427], [1.964110, 0.484221, 0.807955], [2.793039, -1.412727, -1.139386], [3.694628, -0.853880, 0.117856]], "atomic_forces_ev_per_a": [[0.526, 0.066, -0.089], [-6.073, -2.765, 0.288], [2.416, 2.460, -0.025], [6.713, 1.586, -0.850], [-3.605, 0.132, 0.230], [0.778, -1.746, 0.280], [0.023, -0.017, 0.101], [0.012, -0.056, -0.086], [-0.115, 0.031, -0.042], [0.413, 0.210, 0.035], [-0.213, -0.020, 0.149], [-0.204, -0.037, -0.158], [-0.388, -0.030, 0.240], [0.253, -0.607, -0.206], [-0.005, 0.517, 0.177], [-0.532, 0.276, -0.044]], "lowdin_charge": [-0.076, -0.289, -0.017, -0.042, -0.138, -0.097, 0.083, 0.083, 0.070, 0.042, 0.041, 0.042, 0.086, 0.079, 0.065, 0.068], "lumo_energy_ev": 1.15, "orbital_gap_ev": 8.51, "total_charge": 0, "largest_force_ha_per_bohr": 0.13516, "smiles": "CC(C)=CNN", "e_homo_ev": -7.360}


Record 5
{"formula": "C17H19BrClN3O3S2", "method": "wB97M-V/def2-TZVPD", "species": ["O", "C", "C", "N", "C", "C", "C", "N", "S", "O", "O", "C", "C", "C", "C", "Br", "S", "C", "C", "N", "C", "C", "C", "C", "Cl", "C", "C", "H", "H", "H", "H", "H", "H", "H", "H", "H", "H", "H", "H", "H", "H", "H", "H", "H", "H", "H"], "xyz": [[-2.781489, 1.803629, 2.376837], [-2.313190, 1.136703, 1.356735], [-3.131602, 0.189913, 0.821179], [-2.537725, -0.316025, -0.424073], [-2.694610, -1.814235, -0.723542], [-1.368962, -2.828143, -0.797455], [-0.601889, -2.122015, -1.949064], [-0.181741, -0.923527, -1.719535], [1.428390, -0.642801, -2.229657], [1.547003, 0.794527, -2.060198], [2.081902, -1.267735, -3.591814], [2.148781, -1.302942, -0.920905], [3.226098, -1.805910, -0.844278], [3.849202, -2.439874, 0.411326], [2.820390, -1.869002, 1.536919], [3.062436, -2.204160, 3.204298], [1.441830, -1.034671, 0.744189], [-1.101113, 0.123998, -2.576639], [-2.388577, 0.479225, -1.516533], [-0.942443, 1.086979, 0.942940], [0.075607, 2.016462, 1.519123], [0.023123, 2.765160, 2.726774], [1.079476, 3.378282, 3.393551], [2.127415, 3.549216, 2.700202], [3.766572, 4.423709, 3.113937], [2.395579, 2.993780, 1.174964], [1.331774, 2.253255, 0.746786], [-3.214590, -0.556491, 1.422988], [-4.131936, 0.693723, 0.277759], [-3.156900, -1.944144, -1.561698], [-3.567732, -2.233491, 0.075487], [-0.835821, -2.441340, 0.011887], [-1.854752, -3.826237, -0.711439], [0.371242, -2.727472, -1.870196], [-1.032628, -2.598899, -2.642520], [3.887614, -2.232403, -1.743779], [4.712877, -2.773015, 0.627648], [-0.608218, 1.009883, -2.753400], [-1.648285, -0.296011, -3.399102], [-2.132152, 1.384633, -1.375092], [-3.294608, 0.360064, -2.067259], [-0.646302, 0.703012, 0.196590], [-0.785647, 2.337842, 3.470871], [1.033585, 3.929851, 4.211171], [3.317980, 2.961994, 0.674315], [1.224035, 1.824703, -0.260298]], "atomic_forces_ev_per_a": [[2.575, -2.096, -4.287], [3.050, 5.385, 6.452], [-3.709, 2.322, -10.471], [1.784, -5.452, 2.125], [0.502, 0.120, 7.545], [-3.595, 4.526, 0.914], [3.827, -9.241, 5.792], [-0.204, 8.906, -3.576], [1.592, 0.997, -6.333], [-0.041, -0.454, -0.799], [-3.438, 2.193, 5.895], [-9.203, 3.686, 3.774], [15.783, -10.172, 0.050], [-13.026, 7.837, 0.716], [2.679, -1.264, -8.965], [0.085, -0.443, 4.010], [1.638, -1.233, 0.241], [-2.586, -2.541, 4.542], [0.343, -5.317, -4.151], [-2.415, 6.879, 9.368], [1.499, 2.037, 0.727], [-4.185, -5.512, 0.943], [-1.739, -0.668, -2.165], [8.862, -0.046, -7.871], [-2.239, -0.768, 0.344], [-3.962, -0.268, 5.179], [-2.361, -0.591, -0.573], [-1.430, -4.553, 3.867], [1.668, -1.029, 2.813], [-2.849, -0.373, -5.547], [2.554, 0.970, -1.791], [0.827, -0.722, 2.182], [1.308, 0.498, -0.753], [-0.895, -0.063, -0.486], [-3.189, -1.466, -7.329], [-1.853, 1.684, 1.351], [6.107, -2.490, 1.223], [1.261, 1.603, -0.544], [0.824, -0.715, -0.691], [0.848, 6.726, 1.865], [-0.780, 0.670, -1.425], [1.917, -3.768, -6.618], [1.059, 1.613, -1.773], [-0.893, 1.719, 4.181], [1.044, 0.677, -0.323], [0.960, 0.196, 0.371]], "lowdin_charge": [0.009, -0.371, -0.102, -0.203, -0.079, -0.059, -0.375, -0.216, 0.780, -0.324, -0.340, -0.676, -0.234, 0.011, -1.076, 0.878, 1.037, 0.037, -0.166, 0.167, -0.141, -0.020, -0.162, -0.466, 0.472, -0.022, -0.085, 0.077, 0.219, 0.025, 0.172, 0.034, 0.132, 0.148, 0.066, 0.183, -0.005, 0.064, 0.107, 0.048, 0.115, -0.024, 0.144, 0.077, 0.071, 0.069], "lumo_energy_ev": -0.56, "orbital_gap_ev": 7.96, "total_charge": 0, "largest_force_ha_per_bohr": 0.36515, "smiles": "O=C(CN1CCCN(S(=O)(=O)c2ccc(Br)s2)CC1)Nc1ccc(Cl)cc1", "e_homo_ev": -8.517}


Record 6
{"formula": "C12H32Br6N7O9P", "method": "wB97M-V/def2-TZVPD", "species": ["C", "N", "O", "O", "H", "H", "H", "C", "N", "O", "O", "H", "H", "H", "C", "N", "O", "O", "H", "H", "H", "C", "N", "O", "O", "H", "H", "H", "O", "P", "N", "C", "C", "N", "C", "C", "N", "C", "C", "H", "H", "H", "H", "H", "H", "H", "H", "H", "H", "H", "H", "H", "H", "H", "H", "H", "H", "C", "Br", "Br", "Br", "H", "C", "Br", "Br", "Br", "H"], "xyz": [[9.412584, 0.320404, 1.040000], [9.833953, 1.408823, 0.105967], [10.708118, 2.146911, 0.491231], [9.380243, 1.400933, -1.025276], [9.243007, 0.790814, 2.001463], [10.227893, -0.395646, 1.043664], [8.505190, -0.126131, 0.656795], [1.443254, -3.451487, 1.292573], [1.896457, -2.174533, 1.925250], [3.075950, -2.080398, 2.215530], [1.073510, -1.310559, 2.093341], [2.059582, -3.507954, 0.395302], [0.396212, -3.345070, 1.040274], [1.607807, -4.329677, 1.904894], [2.096908, -1.185806, -2.931808], [2.322820, -0.344720, -1.730998], [3.454120, 0.074888, -1.556724], [1.412152, -0.230544, -0.936657], [2.960616, -1.116445, -3.582351], [1.190378, -0.854784, -3.426881], [2.012171, -2.222483, -2.615695], [6.552086, 3.318372, 4.707094], [7.539462, 2.866994, 3.693437], [7.804279, 3.664603, 2.816198], [7.959664, 1.732716, 3.754172], [6.936488, 4.264897, 5.083996], [6.451252, 2.581995, 5.492132], [5.632591, 3.547844, 4.177486], [5.757707, 4.415586, -2.030891], [4.548427, 5.229419, -1.813923], [4.099091, 5.486073, -0.240988], [5.165037, 5.754874, 0.723613], [2.776982, 5.190017, 0.300733], [3.149602, 4.627742, -2.488952], [2.783275, 4.958158, -3.846964], [2.754254, 3.283458, -2.061515], [4.772462, 6.733855, -2.477217], [4.059483, 7.884135, -1.963766], [6.072600, 7.036588, -3.082490], [4.734356, 6.059767, 1.675624], [5.757552, 6.607877, 0.375092], [5.826335, 4.899178, 0.874845], [2.591968, 4.128964, 0.430222], [2.021538, 5.665123, -0.327168], [2.692696, 5.691597, 1.266963], [3.413468, 5.765156, -4.210931], [2.850121, 4.083364, -4.503457], [1.737510, 5.287266, -3.926451], [2.861533, 2.555876, -2.871840], [3.407586, 2.934441, -1.261760], [1.711849, 3.301084, -1.731707], [3.171977, 7.589958, -1.416221], [4.722368, 8.520022, -1.367080], [3.747791, 8.489187, -2.824710], [6.865466, 7.012490, -2.330993], [6.009883, 8.013698, -3.560735], [6.317691, 6.294105, -3.838029], [2.394406, 0.107439, 4.989639], [2.547126, -1.413594, 6.171578], [3.294089, 1.645010, 5.674424], [0.546303, 0.508722, 4.621910], [2.840789, -0.214049, 4.058628], [4.708231, 0.795314, 1.446208], [3.778876, 2.398661, 1.986632], [5.457627, -0.052082, 3.009828], [6.062444, 1.307915, 0.180677], [4.050685, 0.090516, 0.960184]], "atomic_forces_ev_per_a": [[-0.266, 0.346, -0.118], [0.338, -0.737, -0.636], [0.048, 0.382, 0.257], [-0.235, 0.103, 0.321], [0.113, -0.141, 0.133], [0.079, 0.036, 0.149], [-0.014, -0.021, -0.065], [0.090, 0.294, -0.734], [-0.048, -0.474, 0.361], [-0.068, -0.092, -0.103], [-0.126, 0.144, -0.044], [-0.127, -0.256, 0.009], [-0.039, 0.074, 0.020], [0.265, 0.248, 0.365], [0.068, -0.078, -0.518], [0.685, -0.513, 0.548], [-0.381, 0.076, -0.118], [-0.113, 0.115, -0.234], [0.030, 0.269, 0.030], [-0.069, -0.028, 0.088], [-0.214, 0.091, 0.238], [0.306, 0.642, 0.150], [-0.420, 0.108, -0.492], [0.102, -0.088, 0.124], [0.288, -0.041, 0.269], [0.032, -0.087, 0.119], [-0.074, -0.156, -0.107], [-0.101, -0.320, -0.036], [0.160, -0.113, 0.237], [0.144, -0.005, -0.300], [-0.212, -0.366, 0.575], [0.186, 0.174, -0.353], [0.134, 0.855, -0.105], [-0.001, -0.233, 0.097], [-0.514, 0.080, -0.251], [0.019, 0.296, -0.037], [0.152, -0.118, 0.087], [0.195, 0.338, -0.850], [-0.267, -0.296, 0.078], [-0.095, -0.098, 0.028], [0.145, -0.152, 0.009], [0.013, 0.030, 0.040], [-0.267, 0.019, -0.057], [-0.144, -0.368, -0.090], [0.047, -0.149, 0.086], [-0.002, -0.063, -0.135], [0.332, 0.054, -0.008], [0.067, 0.052, 0.187], [0.031, 0.121, -0.109], [-0.132, 0.000, 0.108], [0.026, -0.215, 0.083], [0.016, 0.006, 0.187], [-0.175, -0.072, 0.302], [-0.148, 0.094, 0.161], [0.098, 0.217, -0.095], [0.076, 0.044, 0.042], [0.025, -0.021, 0.001], [-0.436, -0.326, -0.060], [0.046, 0.081, 0.004], [0.126, 0.062, 0.159], [0.004, 0.091, 0.147], [0.132, 0.214, -0.075], [0.568, 0.317, 0.113], [-0.281, -0.344, -0.025], [0.072, -0.145, -0.161], [-0.009, -0.083, -0.057], [-0.280, 0.125, 0.060]], "lowdin_charge": [0.021, -0.448, 0.066, 0.039, 0.067, 0.101, 0.041, 0.057, -0.429, 0.008, 0.029, 0.096, 0.096, 0.099, 0.049, -0.431, 0.033, 0.067, 0.098, 0.101, 0.097, 0.020, -0.441, 0.060, -0.002, 0.102, 0.081, 0.056, -0.283, 0.478, -0.295, -0.100, -0.152, -0.296, -0.112, -0.119, -0.323, -0.116, -0.103, 0.076, 0.080, 0.062, -0.018, 0.078, 0.081, 0.071, 0.078, 0.081, 0.076, 0.050, 0.089, 0.070, 0.083, 0.081, 0.081, 0.079, 0.077, -1.663, 0.574, 0.566, 0.599, -0.109, -1.528, 0.665, 0.667, 0.690, -0.050], "lumo_energy_ev": -0.35, "orbital_gap_ev": 8.01, "total_charge": 0, "largest_force_ha_per_bohr": 0.02004, "e_homo_ev": -8.356}